9
Properties=species:S:1:pos:R:3 method="wB97M-V/def2-TZVPD" relative_energy_kj_mol=309.4 total_charge=0 spin_multiplicity=1 e_homo_ha="-0.339 / -0.339"
C -0.39 -0.45 -0.33
N -1.73 -0.38 -0.01
O -2.44 0.40 -0.60
O 0.46 -1.19 -0.58
O -2.00 -0.93 1.06
O 2.28 0.51 0.73
O 0.11 1.20 -0.23
S 1.64 1.27 -0.64
H 2.06 -0.43 0.61



5
Properties=species:S:1:pos:R:3 method="wB97M-V/def2-TZVPD" relative_energy_kj_mol=26.9 total_charge=0 spin_multiplicity=1 e_homo_ha=-0.354 smiles="O=C1NS1"
O -0.69 1.53 -0.12
C -0.43 0.41 -0.06
N 0.56 -0.26 0.39
S -0.88 -1.27 -0.11
H 1.44 -0.41 -0.10



5
Properties=species:S:1:pos:R:3 method="wB97M-V/def2-TZVPD" relative_energy_kj_mol=267.8 total_charge=0 spin_multiplicity=1 e_homo_ha="-0.393 / -0.393"
C -0.14 0.96 -1.26
N -0.25 1.01 -2.37
O -0.19 -0.96 1.08
S 0.20 0.66 1.21
H 0.39 -1.66 1.33



Sequential electronic energy output: -867.64671 -566.82017 -566.72844 Ha
Sequential strongest force on any atom output: 6.33 4.70 8.34 eV/Å